Computed, not measured: the molecule C19H23N3O5, with ωB97M-V/def2-TZVPD.

Last column: Mulliken charge in e.
CARTESIAN COORDINATES (ANGSTROEM)
C: -2.437 -2.620 1.943  -0.9154
H: -2.042 -2.510 2.958  0.3704
H: -1.703 -3.144 1.323  0.2789
H: -3.361 -3.195 1.977  0.2680
O: -2.792 -1.377 1.387  -0.4087
C: -1.813 -0.424 1.233  1.5630
C: -0.491 -0.663 1.562  -0.4855
C: 0.500 0.295 1.365  0.1219
C: 0.150 1.507 0.792  -0.6565
C: -1.168 1.765 0.441  -0.1168
C: -2.183 0.823 0.696  0.3862
O: -3.445 1.225 0.377  -0.4295
C: -4.582 0.486 0.761  -0.8607
H: -4.590 0.284 1.834  0.3181
H: -4.661 -0.455 0.214  0.2341
H: -5.429 1.125 0.507  0.2997
O: -1.394 2.980 -0.135  -0.5470
C: -2.276 3.050 -1.243  -0.6483
H: -3.311 3.184 -0.923  0.2067
H: -2.198 2.155 -1.863  0.2343
H: -1.956 3.922 -1.814  0.3170
H: 0.869 2.273 0.546  0.2573
C: 1.893 -0.143 1.626  0.1606
O: 2.162 -1.323 1.811  -0.7297
N: 2.859 0.812 1.636  -0.1012
H: 2.622 1.743 1.333  0.2720
C: 4.242 0.417 1.521  -0.6881
H: 4.880 1.165 1.995  0.3861
H: 4.340 -0.536 2.048  0.3603
C: 4.641 0.237 0.038  -0.7600
N: 3.618 -0.500 -0.666  -0.1661
C: 2.618 0.193 -1.278  0.2393
O: 2.735 1.375 -1.555  -0.7056
C: 1.362 -0.548 -1.573  0.4563
C: 0.291 0.202 -2.063  -0.6030
N: -0.924 -0.271 -2.244  -0.3971
C: -1.161 -1.545 -1.953  0.8472
C: -0.151 -2.394 -1.504  -0.8488
C: 1.122 -1.894 -1.306  -0.1174
H: 1.898 -2.554 -0.947  0.4280
H: -0.369 -3.433 -1.304  0.4057
C: -2.569 -2.021 -2.113  -1.3731
H: -3.043 -2.079 -1.133  0.1170
H: -3.125 -1.317 -2.725  0.3584
H: -2.598 -3.010 -2.565  0.4406
H: 0.445 1.244 -2.308  0.5869
H: 3.405 -1.408 -0.280  0.3123
H: 5.594 -0.291 -0.031  0.3725
H: 4.722 1.208 -0.455  0.4056
H: -0.177 -1.611 1.966  0.5539

- LUMO level: 0.457 eV
- HOMO: -8.131 eV
- Energy above the lowest of the compared OMol25 structures with the same formula, charge and spin: 3.220 eV